56
Properties=species:S:1:pos:R:3:forces:R:3 method="wB97M-V/def2-TZVPD" homo_ev=-5.9 e_tot_ha=-4330.31937 orbital_gap_ev=7.66 charge=-1
Ca 0.172 -0.448 -0.520 -0.375 -1.127 -0.481
Cl 3.163 -1.386 -1.632 -1.031 0.783 0.231
O 2.787 -0.837 -0.324 0.414 -0.092 0.497
O 1.903 -1.304 -2.370 0.163 -0.280 -0.403
O 4.168 -0.567 -2.240 0.023 0.055 -0.037
O 3.631 -2.730 -1.520 -0.141 -0.144 0.077
Cl -3.228 0.532 0.786 -0.360 0.155 -0.114
O -2.163 -0.447 0.611 0.559 -0.290 -0.117
O -2.623 1.848 0.790 0.019 0.120 -0.063
O -4.174 0.406 -0.283 0.194 0.158 0.156
O -3.877 0.290 2.051 0.167 -0.016 0.039
Cl -2.284 -2.336 -2.971 -0.642 -0.036 0.265
O -1.755 -2.683 -4.261 0.142 -0.035 -0.140
O -1.182 -1.985 -2.087 0.573 0.303 0.368
O -3.175 -1.212 -3.079 0.140 -0.117 -0.101
O -2.978 -3.471 -2.402 0.158 0.144 -0.125
C -2.072 3.290 -4.212 -0.559 0.301 0.775
C -0.799 3.982 -3.667 -0.973 -1.061 -0.981
O -0.212 2.941 -2.896 -0.017 0.253 0.652
C -1.144 1.998 -2.602 0.268 -0.075 -1.148
O -0.916 1.045 -1.934 -0.121 0.024 0.392
O -2.270 2.216 -3.285 0.220 -0.141 0.056
H -2.015 2.920 -5.234 0.250 -0.229 0.070
H -2.974 3.891 -4.108 0.159 0.252 -0.229
H -1.105 4.835 -3.068 0.526 0.144 0.157
H -0.126 4.184 -4.493 0.173 0.538 0.209
C 2.365 4.846 0.810 -0.418 -0.470 0.297
C 1.774 4.278 2.116 0.722 0.680 -0.599
O 1.072 3.135 1.669 0.026 -0.486 0.203
C 1.529 2.764 0.456 -0.286 0.569 -0.199
O 1.180 1.802 -0.142 0.133 -0.292 0.004
O 2.379 3.690 -0.029 0.015 -0.029 -0.182
H 3.390 5.190 0.893 -0.036 0.227 0.081
H 1.700 5.602 0.392 0.182 0.037 -0.221
H 1.078 4.967 2.580 -0.014 -0.074 0.206
H 2.608 4.021 2.773 -0.321 -0.274 0.298
C -0.008 -6.365 0.570 -0.128 -0.544 -1.503
C -0.512 -6.057 -0.873 -0.238 0.600 0.787
O -0.450 -4.632 -0.919 0.701 -0.043 -0.251
C 0.145 -4.146 0.169 -0.802 -0.170 -0.238
O 0.473 -3.013 0.311 0.179 0.618 0.352
O 0.248 -5.099 1.136 0.178 0.174 0.078
H 0.926 -6.918 0.469 0.014 -0.079 0.452
H -0.759 -6.949 1.095 0.128 0.246 0.511
H -1.558 -6.298 -1.045 0.079 -0.315 -0.079
H 0.148 -6.485 -1.623 -0.126 0.066 -0.170
C 1.509 -0.264 4.966 -0.291 1.493 1.232
C 0.199 0.508 5.119 -0.695 -0.963 -1.018
O -0.090 0.804 3.726 0.222 0.439 0.258
C 0.554 -0.078 2.968 -0.070 -0.522 0.147
O 0.451 -0.182 1.791 0.136 0.065 -0.039
O 1.341 -0.895 3.723 0.160 0.043 -0.236
H 1.678 -0.927 5.809 0.023 -0.486 -0.345
H 2.318 0.476 4.943 0.240 -0.298 -0.255
H 0.166 1.426 5.690 0.305 0.041 0.036
H -0.607 -0.171 5.410 0.055 0.158 0.387


36
Properties=species:S:1:pos:R:3:forces:R:3 method="wB97M-V/def2-TZVPD" homo_ev=0.6 e_tot_ha=-2134.15638 orbital_gap_ev=4.07 charge=-2
C -0.657 1.135 -1.682 1.244 -1.068 -0.295
C -0.841 -0.250 -1.944 1.279 0.653 0.636
C 0.427 -0.888 -1.861 -0.071 1.400 0.156
C -2.105 -0.930 -2.276 -0.340 -0.188 -0.081
C 1.405 0.108 -1.595 -1.590 0.174 -0.300
C 0.739 1.362 -1.497 -0.731 -1.511 -0.418
C 1.388 2.658 -1.252 0.045 0.496 0.259
C -1.748 2.123 -1.606 -0.339 0.305 0.077
C 0.664 -2.326 -2.074 0.072 -0.311 -0.089
C 2.852 -0.133 -1.451 0.380 -0.102 -0.037
Zr -1.029 -0.463 2.361 2.314 6.054 -2.865
Cl -1.568 -2.295 1.300 -0.852 -2.863 -1.502
Cl -3.284 0.312 2.727 -0.081 0.074 0.125
Cl 1.415 -0.573 1.721 -0.877 -0.177 0.671
H -2.923 -0.205 -2.341 -0.073 -0.156 0.005
H -2.365 -1.686 -1.521 -0.209 -0.087 -0.128
H -2.025 -1.441 -3.247 -0.212 -0.099 0.016
H -0.067 -2.929 -1.517 0.107 -0.180 -0.087
H 1.672 -2.602 -1.743 -0.099 -0.146 -0.040
H 0.573 -2.582 -3.142 0.035 -0.310 0.018
H 3.040 -1.015 -0.826 0.172 0.069 -0.011
H 3.337 0.730 -0.985 0.141 -0.146 0.006
H 3.324 -0.302 -2.430 0.266 -0.031 0.062
H 2.381 2.513 -0.804 -0.101 0.196 -0.009
H 0.770 3.231 -0.547 0.234 0.173 -0.107
H 1.523 3.231 -2.185 0.048 0.181 0.166
H -2.626 1.680 -1.116 0.013 0.214 -0.021
H -2.066 2.462 -2.604 -0.107 0.223 0.038
H -1.435 2.980 -1.004 -0.149 0.041 -0.047
O -0.452 2.054 1.403 1.412 -2.719 2.157
H 0.538 1.883 1.592 -2.291 0.443 -0.733
N -0.693 -0.950 4.269 0.424 -0.934 3.316
C -0.493 -1.101 5.429 -0.003 0.473 -1.324
N -0.290 -1.047 6.657 0.043 -0.269 0.785
C 0.124 -1.977 7.499 0.692 -1.544 1.112
N 0.496 -2.765 8.291 -0.794 1.672 -1.509


36
Properties=species:S:1:pos:R:3:forces:R:3 method="wB97M-V/def2-TZVPD" smiles="O=S(=O)(F)N(CCCCl)COc1ccccc1.CC#N" homo_ev=-9.3 e_tot_ha=-1760.22623 orbital_gap_ev=9.42 charge=0 e_above_lowest_kj_mol=233.0
O 0.766 -2.212 -0.506 -2.489 0.454 1.098
S 0.305 -1.566 0.714 4.874 -1.387 -1.099
O 1.484 -1.351 1.562 -3.229 0.468 0.030
F -0.725 -2.591 1.496 0.901 1.750 -1.029
N -0.517 -0.143 0.325 -0.579 -0.592 1.304
C -1.988 -0.331 0.201 -1.003 -0.077 -1.547
C -2.345 -1.119 -1.141 -0.284 0.627 -0.427
C -2.751 -0.082 -2.281 0.699 -0.242 1.063
Cl -2.646 -0.844 -3.942 -0.229 0.453 1.054
C -0.138 0.999 1.198 0.152 -0.400 2.253
O 1.099 1.604 0.859 -1.006 -0.311 -1.238
C 1.115 2.066 -0.461 0.115 2.181 -3.453
C 1.360 1.209 -1.626 -0.159 0.500 0.432
C 1.402 1.685 -2.998 -0.359 1.765 1.406
C 1.218 3.116 -3.279 -0.196 -1.221 2.637
C 0.968 4.009 -2.131 0.506 -2.058 -0.291
C 0.919 3.500 -0.751 0.236 -0.976 -1.379
H -2.439 0.693 0.062 0.584 -0.920 0.463
H -2.451 -0.815 1.100 0.505 0.438 -0.735
H -1.472 -1.689 -1.550 -0.814 0.245 0.713
H -3.228 -1.775 -0.942 0.920 0.268 -0.249
H -1.997 0.756 -2.256 -0.941 -0.731 -0.238
H -3.792 0.271 -2.078 0.941 -0.133 -0.551
H -0.992 1.727 1.289 0.811 -0.643 -0.759
H -0.001 0.584 2.241 0.130 0.723 -0.984
H 1.515 0.115 -1.434 -0.120 1.200 -0.287
H 1.578 0.952 -3.825 -0.170 0.814 0.941
H 1.261 3.476 -4.330 -0.069 -0.159 1.077
H 0.849 5.098 -2.357 0.054 -1.132 0.529
H 0.737 4.242 0.065 0.220 -0.918 -0.715
C 2.108 -3.659 4.061 -0.361 0.175 0.349
C 1.250 -3.474 5.255 0.362 -0.085 -0.485
N 0.585 -3.329 6.181 0.062 -0.004 -0.117
H 3.151 -3.755 4.363 -0.071 0.025 0.025
H 1.810 -4.562 3.528 -0.017 0.033 0.063
H 2.001 -2.803 3.389 0.025 -0.132 0.146


34
Properties=species:S:1:pos:R:3:forces:R:3 method="wB97M-V/def2-TZVPD" homo_ev=-14.5 e_tot_ha=-1342.74475 orbital_gap_ev=3.46 charge=+2
C 3.295 -0.455 0.338 -0.813 -0.107 -0.514
C 2.437 0.819 0.418 1.402 -1.886 3.298
F 2.003 1.340 -0.936 0.791 -0.659 -0.295
C 1.216 0.660 1.332 -0.957 0.607 -0.486
C -0.098 1.017 0.637 -0.515 0.550 -0.177
C -0.874 1.981 1.246 0.596 0.510 0.566
C -2.130 2.373 0.728 0.214 -0.702 -0.337
N -2.976 3.265 1.252 -0.218 -0.013 -0.682
S -4.221 3.305 0.229 0.030 -0.168 0.177
N -3.786 2.208 -0.860 0.052 0.211 0.103
C -2.589 1.747 -0.481 -0.084 0.344 0.524
C -1.802 0.751 -1.120 -0.488 0.664 -0.076
C -0.598 0.400 -0.581 1.178 -0.750 -0.267
C 0.188 -0.708 -1.295 -0.288 -0.135 0.057
C -0.638 -2.022 -1.427 0.060 0.164 0.704
C -0.363 -2.909 -0.197 -0.648 -0.286 -0.510
N -0.871 -2.284 1.036 0.563 0.218 -0.327
H 4.025 -0.383 1.156 0.087 0.105 -0.456
H 3.758 -0.622 -0.642 0.264 0.238 0.361
H 2.688 -1.341 0.562 0.067 0.269 -0.193
H 3.090 1.579 0.868 -0.362 0.486 -1.011
H 1.343 1.369 2.161 -0.084 -0.208 -0.228
H 1.123 -0.332 1.798 0.263 -0.010 -0.579
H -0.498 2.446 2.160 -0.296 -0.064 -0.140
H -2.197 0.284 -2.021 0.179 0.030 0.175
H 0.545 -0.357 -2.278 -0.319 -0.141 0.191
H 1.089 -0.971 -0.731 -0.248 0.100 -0.105
H -0.447 -2.548 -2.369 0.225 0.067 0.303
H -1.720 -1.813 -1.415 0.313 0.073 -0.170
H -0.868 -3.870 -0.387 0.403 0.064 0.067
H 0.719 -3.073 -0.080 -0.290 -0.131 -0.091
H -1.846 -2.023 0.926 0.034 -0.246 0.130
H -0.793 -2.965 1.785 -0.215 0.225 0.064
Sn 1.798 3.132 -1.811 -0.896 0.581 -0.077


30
Properties=species:S:1:pos:R:3:forces:R:3 method="wB97M-V/def2-TZVPD" homo_ev=-8.0 e_tot_ha=-819.20641 orbital_gap_ev=8.04 charge=0 e_above_lowest_kj_mol=121.1
C -2.065 -3.080 -1.459 2.400 1.780 -0.267
C -1.428 -2.810 -0.252 -1.320 -0.685 0.674
C -1.599 -2.364 -2.603 -1.210 -1.733 0.870
C -0.536 -1.751 -0.099 0.294 -0.833 1.505
C -0.704 -1.332 -2.484 -0.296 -0.459 -0.032
C -0.232 -0.975 -1.193 1.109 1.208 -0.583
C 0.752 2.114 0.668 1.248 1.658 0.128
C -0.254 1.155 1.183 -0.038 -0.302 0.791
C 0.948 0.667 0.352 -1.193 -0.745 -0.906
C 0.468 3.132 -0.393 -2.348 1.348 -0.786
C -0.350 0.944 2.689 -2.423 -0.347 1.284
C 2.138 -0.047 0.945 0.588 3.246 -0.833
N 0.537 0.220 -1.006 0.385 0.517 0.401
I 2.160 0.479 -2.238 -0.188 -0.041 -0.530
H -2.734 -3.872 -1.569 -1.021 -1.112 -0.075
H -1.704 -3.412 0.647 0.351 0.513 -0.813
H -1.963 -2.762 -3.568 0.347 0.764 0.413
H -0.046 -1.643 0.922 -0.738 0.258 -1.661
H -0.432 -0.958 -3.466 0.557 0.838 0.597
H 1.428 2.551 1.434 -0.198 -0.768 -0.391
H -1.236 1.246 0.718 0.323 -0.430 -0.287
H -0.324 2.731 -1.047 0.426 -0.110 -0.135
H 1.278 3.474 -1.052 0.119 -0.428 0.497
H -0.062 4.082 -0.040 0.963 -1.152 0.168
H 0.568 0.678 3.200 0.383 0.188 -0.157
H -1.126 0.115 3.078 1.561 1.685 -1.326
H -0.743 1.918 3.136 0.584 -1.204 -0.369
H 1.854 -0.501 1.781 -1.464 -2.967 3.326
H 2.787 0.704 1.456 0.267 -0.365 -1.214
H 2.622 -0.702 0.259 0.531 -0.321 -0.290


36
Properties=species:S:1:pos:R:3:forces:R:3 method="wB97M-V/def2-TZVPD" homo_ev="-10.3 / -10.4" s_squared=0.76 e_tot_ha=-2972.70863 orbital_gap_ev="6.77 / 6.55" spin_multiplicity=2 charge=+1 e_above_lowest_kj_mol=149.2
Ti -0.231 -0.239 -0.039 2.665 -0.470 1.070
C 3.638 -0.761 1.481 0.014 0.186 0.035
C 2.161 -0.917 1.239 -0.235 -0.193 0.241
S 1.740 -1.337 -0.411 0.287 -0.596 -0.419
C 1.242 -0.861 2.238 0.033 -0.331 -0.193
C 1.569 -0.521 3.659 0.030 0.136 -0.108
S -0.457 -1.236 1.979 -0.182 -0.132 0.472
H 4.185 -0.897 0.550 0.056 0.059 0.056
H 3.973 -1.532 2.178 0.069 0.083 0.044
H 3.874 0.217 1.898 0.137 0.014 0.041
H 2.637 -0.428 3.827 0.103 0.022 0.063
H 1.167 -1.291 4.317 0.008 0.020 0.056
H 1.086 0.424 3.918 0.054 -0.018 0.117
I -1.327 -2.804 -1.491 -0.666 0.384 0.247
C -2.709 -1.439 -0.612 0.549 -0.438 -0.498
C -4.027 -1.762 -0.385 -0.202 0.230 0.126
C -4.858 -0.764 0.123 0.497 0.032 -0.148
C -4.325 0.499 0.358 -0.013 -0.203 -0.078
C -2.979 0.715 0.140 -0.181 0.188 -0.090
N -2.164 -0.249 -0.340 -3.237 -0.119 -0.227
H -4.392 -2.754 -0.599 -0.020 -0.045 -0.037
H -5.898 -0.967 0.313 -0.152 -0.039 0.019
H -4.944 1.311 0.704 -0.019 0.045 0.101
H -2.525 1.682 0.344 -0.008 -0.243 0.011
S 0.283 2.029 0.683 -0.208 0.008 -0.204
C 0.783 1.626 -0.879 0.524 1.332 -0.110
N -0.100 1.097 -1.833 -0.083 0.612 -0.249
C 0.633 0.941 -3.104 0.238 -0.247 -0.407
C 2.108 1.165 -2.714 0.273 -0.116 -0.231
N 1.997 1.800 -1.411 -0.400 -0.079 -0.101
H -0.994 1.591 -1.923 0.455 -0.137 0.193
H 0.297 1.692 -3.825 -0.018 -0.155 0.147
H 0.471 -0.062 -3.509 0.010 0.237 0.005
H 2.634 1.817 -3.413 -0.089 -0.103 0.018
H 2.647 0.215 -2.622 -0.120 0.160 -0.022
H 2.804 1.999 -0.839 -0.168 -0.081 0.060